Entry 1:
ORCA calculation (ωB97M-V/def2-TZVPD) on a cluster of 4 separate species, C20H47F2N5O4S in total at a distorted geometry.

The geometry in XYZ format:
```
79
Properties=species:S:1:pos:R:3:forces:R:3:mulliken_charge:R:1
O 1.529 -0.866 0.756 -4.3 -0.4 -8.7 -0.47
C 0.916 -0.926 -0.438 3.7 1.6 6.6 0.61
F 1.201 0.163 -1.409 -1.6 -4.4 2.7 -0.18
N -0.050 -2.073 -0.657 -2.2 3.8 -0.4 -0.17
C -1.254 -1.657 -1.499 1.3 0.7 -8.2 0.06
O -1.127 -1.473 -2.835 -0.7 -1.1 9.4 -0.32
N -2.645 -1.485 -0.928 3.0 0.6 0.4 -0.18
S -2.923 0.108 -0.272 -8.1 5.0 2.0 1.16
O -3.645 -0.002 1.095 4.0 -0.7 -4.6 -0.51
O -3.879 0.950 -1.201 5.2 -3.8 2.7 -0.52
F -1.518 1.065 -0.052 -2.0 -2.8 -0.7 -0.25
H -0.453 -2.265 0.304 1.2 0.2 -1.1 0.36
H -2.912 -2.254 -0.275 0.2 1.1 0.0 0.39
C -4.819 3.021 2.353 0.0 -0.2 0.0 -1.14
C -4.781 3.321 3.849 -0.2 -0.1 -0.1 -0.31
N -5.942 2.813 4.585 -0.2 0.2 0.3 0.07
C -6.048 3.353 5.945 -0.1 0.2 -0.3 -0.69
C -4.942 2.997 6.932 0.1 0.0 0.4 -0.95
C -6.219 1.382 4.457 0.0 0.1 -0.4 -0.68
C -5.116 0.409 4.863 0.1 -0.3 0.1 -0.94
H -5.746 3.385 1.899 0.1 -0.1 0.1 0.32
H -3.982 3.521 1.852 -0.1 -0.1 0.1 0.44
H -4.727 1.950 2.149 0.0 0.2 0.0 0.03
H -4.745 4.413 3.951 -0.1 -0.2 0.3 0.42
H -3.842 2.937 4.263 0.2 0.0 0.0 0.25
H -7.013 3.062 6.377 0.1 -0.1 -0.2 0.35
H -6.095 4.447 5.872 0.1 -0.1 -0.2 0.40
H -5.024 1.964 7.276 0.1 0.1 -0.1 0.21
H -5.024 3.633 7.821 0.0 -0.1 -0.1 0.39
H -3.943 3.151 6.515 -0.1 0.0 0.0 0.27
H -6.484 1.175 3.413 0.1 0.2 0.1 0.36
H -7.129 1.133 5.016 0.1 0.3 0.1 0.34
H -4.136 0.696 4.472 -0.1 0.0 0.0 0.22
H -5.343 -0.587 4.468 0.0 0.1 0.0 0.36
H -5.044 0.310 5.948 0.1 0.0 -0.1 0.28
C 4.724 0.046 0.851 -0.1 -0.1 0.1 -1.36
C 5.840 0.501 1.787 -0.2 0.2 0.0 -0.33
N 5.389 1.394 2.858 0.2 0.3 0.1 0.10
C 6.491 2.057 3.564 -0.1 0.1 -0.3 -0.68
C 7.454 1.176 4.352 0.3 0.0 0.3 -0.95
C 4.312 0.891 3.713 -0.2 0.0 -0.4 -0.67
C 4.550 -0.423 4.451 -0.1 -0.2 0.3 -1.00
H 4.184 0.902 0.433 0.0 -0.1 0.1 0.33
H 5.147 -0.523 0.016 0.0 0.1 0.1 0.46
H 4.006 -0.605 1.358 0.1 0.1 -0.1 0.21
H 6.574 1.033 1.168 0.0 0.1 0.3 0.42
H 6.350 -0.382 2.186 0.1 -0.2 0.0 0.24
H 6.083 2.822 4.236 -0.2 -0.2 -0.1 0.34
H 7.075 2.619 2.825 -0.1 -0.1 -0.1 0.40
H 7.005 0.814 5.278 0.0 -0.1 -0.1 0.22
H 8.338 1.761 4.635 -0.1 -0.1 0.0 0.39
H 7.807 0.318 3.772 -0.1 0.1 0.1 0.27
H 3.411 0.775 3.098 0.2 0.0 -0.1 0.35
H 4.036 1.660 4.445 0.3 0.0 -0.2 0.34
H 4.987 -1.193 3.811 0.0 0.1 0.0 0.25
H 3.595 -0.812 4.820 0.1 0.0 0.0 0.38
H 5.193 -0.286 5.322 0.0 -0.1 -0.1 0.30
C 0.205 -3.018 -9.994 0.1 -0.1 0.0 -1.41
C -0.040 -2.155 -8.760 0.0 -0.3 0.1 -0.31
N -0.246 -2.925 -7.530 -0.3 0.0 0.2 0.12
C -0.769 -2.119 -6.422 -0.2 -0.1 -0.2 -0.74
C 0.118 -1.003 -5.881 0.1 0.3 0.3 -0.89
C 0.812 -3.871 -7.170 -0.1 -0.1 -0.4 -0.68
C 2.222 -3.318 -6.986 0.3 0.0 0.2 -0.93
H -0.597 -3.750 -10.132 0.1 0.1 0.1 0.33
H 0.239 -2.387 -10.889 0.0 -0.1 0.2 0.43
H 1.159 -3.552 -9.936 -0.1 0.0 0.0 0.29
H -0.942 -1.563 -8.963 0.1 -0.1 0.3 0.43
H 0.785 -1.442 -8.657 0.1 0.1 -0.1 0.27
H -1.049 -2.780 -5.592 0.1 -0.1 -0.2 0.36
H -1.715 -1.669 -6.748 0.1 -0.1 -0.2 0.35
H 0.941 -1.395 -5.281 0.0 0.1 -0.1 0.14
H -0.471 -0.351 -5.225 0.1 -0.1 -0.1 0.35
H 0.531 -0.374 -6.676 0.0 -0.1 0.0 0.34
H 0.853 -4.650 -7.940 -0.1 0.2 0.0 0.36
H 0.525 -4.412 -6.259 -0.2 0.3 -0.1 0.33
H 2.512 -2.629 -7.783 -0.1 0.0 0.1 0.24
H 2.942 -4.143 -6.993 -0.1 0.1 0.0 0.37
H 2.334 -2.809 -6.026 0.0 0.1 -0.1 0.27
```
Forces are in eV/Å.

Computed properties:
- Max |F|: 0.1896 hartree/bohr
- Charge: 0
- Gap between HOMO and LUMO: 5.6 eV
- HOMO: -0.293 Eh
- SMILES: O=C(F)NC(=O)NS(=O)(=O)F.CCN(CC)CC.CCN(CC)CC.CCN(CC)CC
- Molecular weight: 491.690 g mol⁻¹
- E: -1962.6302 a.u.

=====

Entry 2:
ORCA calculation (ωB97M-V/def2-TZVPD) on a structure of composition C20H47FN12O21P2S at a distorted geometry.

The geometry in XYZ format:
```
104
Properties=species:S:1:pos:R:3:forces:R:3:mulliken_charge:R:1
C -4.031 -4.265 -2.926 7.2 4.8 3.4 -1.27
C -3.047 -3.417 -2.333 -6.9 -4.5 -5.0 -0.59
C -2.147 -2.051 -1.980 -2.6 -2.4 -0.9 1.80
C -1.019 -2.113 -3.162 1.4 -0.2 0.8 -1.81
C 0.094 -0.915 -3.151 0.4 0.3 -1.8 0.52
O 1.424 -1.325 -2.597 -1.0 1.6 0.0 -0.49
C 0.409 -0.568 -4.756 0.6 1.3 1.1 -0.43
N -0.470 0.528 -5.316 0.3 -1.4 0.2 -0.25
C -3.181 -0.762 -1.891 -0.9 -0.6 0.4 1.73
C -4.817 -1.070 -2.061 -0.6 1.0 0.1 -1.03
C -5.504 -1.715 -0.722 0.0 -0.6 -0.8 -0.46
C -3.020 0.423 -3.062 0.2 2.7 -5.6 0.00
O -2.663 1.685 -2.813 -1.4 -6.2 0.2 -0.70
O -3.363 -0.019 -4.441 1.7 1.4 8.0 -0.70
C -2.855 -0.306 -0.324 -0.4 4.2 -1.7 -1.18
N -1.927 -1.230 0.484 -2.4 0.5 -1.2 0.97
P -0.460 -0.177 0.709 7.1 0.4 3.9 0.37
N 0.556 -0.786 1.858 -2.3 1.6 -2.2 -0.52
P -2.451 -1.442 2.174 0.7 -3.5 7.4 0.52
N -1.678 -2.603 2.997 -1.6 2.8 -1.6 -0.70
O -2.144 0.058 3.075 -2.6 -0.9 -4.1 -0.52
O -4.159 -1.806 2.268 2.7 3.7 -1.1 -0.51
C -1.692 -2.420 -0.413 2.4 -1.6 -2.2 0.34
F -0.192 -2.601 -0.434 -3.6 0.4 0.4 -0.36
S -2.251 -4.134 0.083 0.5 0.2 1.3 -0.20
H -4.486 -5.257 -3.409 1.3 2.8 1.5 0.32
H -1.547 -2.118 -4.207 0.6 0.2 2.3 0.54
H -0.440 -3.148 -3.022 -1.2 2.3 -0.3 0.34
H -0.276 0.057 -2.591 0.5 -1.8 -1.2 0.20
H 2.045 -0.519 -2.661 -1.6 -1.6 -0.2 0.33
H 0.405 -1.569 -5.362 -0.1 2.0 1.0 0.32
H 1.519 -0.127 -4.747 -2.2 -1.2 0.0 -0.06
H -0.815 1.191 -4.588 0.0 -1.2 -0.9 0.13
H -1.231 0.169 -5.934 0.7 0.6 1.3 0.26
H -5.065 -1.638 -3.067 1.0 1.1 2.3 0.39
H -5.302 0.013 -2.193 1.2 -2.3 0.2 0.45
H -4.702 -2.397 -0.214 -1.7 1.4 -0.6 -0.05
H -5.898 -0.840 -0.037 0.9 -2.0 -1.1 0.14
H -6.414 -2.436 -1.000 2.0 1.8 0.6 0.31
H -2.156 0.620 -0.488 -1.5 -1.1 -0.2 0.17
H -3.744 0.192 0.296 1.8 -1.7 -1.2 0.23
H 0.325 -0.096 -0.496 -1.7 -0.3 0.0 -0.06
H -0.807 1.171 1.133 -0.6 -1.0 -1.0 0.21
H 0.686 -0.095 2.630 -0.4 -0.8 -0.8 0.04
H -1.166 -2.188 3.816 -0.4 -0.4 -1.3 0.26
H -2.617 0.805 2.574 0.9 -0.9 1.3 0.36
H -4.607 -0.888 2.277 0.4 -2.1 -0.1 0.40
H -3.627 -4.208 0.340 1.2 1.0 -0.6 0.23
C 2.835 2.657 2.066 0.7 0.0 0.0 -0.77
N 2.008 2.561 0.833 -0.3 0.2 -0.6 0.67
O 1.922 1.450 0.295 -0.3 1.6 0.4 -0.16
O 1.469 3.602 0.440 0.5 -1.7 0.4 -0.57
H 3.246 1.672 2.294 -0.2 0.2 -0.2 0.27
H 3.636 3.373 1.870 -0.2 -0.1 -0.1 0.38
H 2.184 3.000 2.873 0.5 0.1 -0.7 0.29
C 3.483 -1.629 -0.574 -0.3 0.1 0.0 -0.25
N 4.733 -0.929 -0.171 0.5 0.6 0.3 1.04
O 4.616 0.196 0.327 0.7 -1.6 -0.6 -0.53
O 5.796 -1.530 -0.366 -1.4 1.0 0.3 -0.62
H 2.629 -0.987 -0.346 0.4 -0.1 0.1 -0.21
H 3.545 -1.821 -1.648 0.1 -0.1 0.3 0.30
H 3.428 -2.560 -0.006 0.1 0.1 -0.2 0.29
C 1.131 1.250 6.073 0.1 -0.2 0.3 -0.81
N 1.404 1.298 4.611 0.5 -0.5 -0.2 0.94
O 2.079 0.380 4.131 -1.1 1.6 0.4 -0.51
O 0.933 2.256 3.987 -0.2 -1.5 0.9 -0.62
H 1.603 0.359 6.492 -0.1 0.2 -0.3 0.31
H 1.553 2.155 6.517 -0.2 -0.1 -0.1 0.33
H 0.048 1.211 6.205 0.2 0.2 0.0 0.26
C 7.796 -1.969 1.610 0.0 0.3 -0.2 -0.70
N 8.707 -1.661 2.745 0.6 0.2 0.7 0.85
O 9.089 -0.491 2.862 -0.4 -1.7 0.1 -0.51
O 9.013 -2.602 3.486 -0.3 1.4 -0.9 -0.52
H 7.613 -1.053 1.044 0.1 -0.3 0.3 0.34
H 8.289 -2.716 0.984 -0.2 0.0 0.2 0.29
H 6.865 -2.355 2.030 0.3 0.0 -0.1 0.26
C 3.940 2.602 -4.891 0.0 0.2 -0.2 -0.73
N 4.681 1.497 -4.225 0.9 -0.5 0.3 0.83
O 5.914 1.509 -4.310 -2.0 -0.3 0.3 -0.51
O 4.003 0.648 -3.635 1.0 0.9 -0.6 -0.48
H 4.659 3.272 -5.368 -0.1 -0.3 0.2 0.30
H 3.278 2.155 -5.635 0.0 0.1 0.2 0.30
H 3.374 3.130 -4.121 0.0 -0.2 -0.1 0.25
C -1.892 4.989 6.382 -0.3 0.1 -0.2 -0.74
N -1.098 3.907 7.025 0.6 -0.7 0.5 0.87
O -1.572 2.765 6.998 0.8 1.4 0.1 -0.50
O -0.022 4.235 7.539 -1.5 -0.7 -0.7 -0.50
H -2.809 4.559 5.974 0.3 0.0 0.2 0.31
H -2.122 5.730 7.151 0.2 -0.1 -0.2 0.29
H -1.280 5.418 5.587 0.0 0.0 0.3 0.29
C -0.703 3.765 -8.679 -0.3 0.1 -0.1 -0.73
N 0.091 2.683 -8.036 0.2 -1.3 0.5 0.80
O -0.383 1.541 -8.064 1.0 1.9 -0.1 -0.46
O 1.166 3.011 -7.523 -1.3 -0.5 -0.6 -0.50
H -1.620 3.335 -9.088 0.3 0.0 0.2 0.29
H -0.933 4.506 -7.911 0.2 -0.1 -0.2 0.29
H -0.091 4.194 -9.475 0.0 0.0 0.3 0.29
C -3.915 -2.886 5.602 0.2 -0.2 -0.1 -0.40
N -4.016 -2.248 6.942 0.0 0.3 1.1 0.88
O -3.291 -2.696 7.839 -1.1 0.8 -1.1 -0.52
O -4.819 -1.315 7.056 1.2 -1.2 0.0 -0.53
H -3.174 -3.687 5.647 -0.2 0.3 0.0 0.32
H -4.900 -3.286 5.352 0.1 0.2 0.0 0.28
H -3.607 -2.116 4.892 -0.2 -0.2 0.2 -0.05
```
Forces are in eV/Å.

Computed properties:
- Max |F|: 0.1882 hartree/bohr
- Charge: 0
- Gap between HOMO and LUMO: 6.3 eV
- HOMO: -0.289 Eh
- Molecular weight: 904.672 g mol⁻¹
- E: -4206.7991 a.u.